## one
Formula: C39H52O39
Source: the Open Molecules 2025 dataset
Level of theory: ωB97M-V/def2-TZVPD

```
130
Properties=species:S:1:pos:R:3
H -1.3574 -0.1436 -2.2211
H 2.7624 7.7726 -0.6946
O -2.3739 -9.7644 2.1056
O 3.0217 -2.8397 6.4924
H -1.4779 4.8930 6.0634
C 4.1085 6.8586 0.8412
H 6.1830 -8.3799 -2.1765
C 6.5493 -8.4406 0.8293
O 2.6731 3.8517 -8.1997
H -7.3731 -5.8098 -5.8952
C 2.7324 7.2219 0.2456
C -0.8041 3.7620 7.9054
C 1.6860 -3.6455 -7.5782
C -1.2300 -9.1881 2.3618
H 6.4827 2.4502 4.8349
H 2.9282 -3.8567 -9.4259
C -0.3960 0.0428 -1.7425
O 5.6922 3.2824 8.7245
C 3.7746 3.3781 -7.7342
O -7.4080 8.2450 3.0317
C 3.1753 8.5124 2.0735
C -0.8339 4.9720 6.9392
O -0.6735 -9.9289 3.3546
H -5.8496 -0.9044 1.9721
H 7.7062 -7.5035 -1.6970
H -5.9628 -5.1489 -6.5209
O -7.8651 0.3425 3.3174
H 7.4386 3.9909 5.0277
C -3.2199 5.7529 -5.4352
H 8.8774 3.0688 6.5307
O -5.6519 7.1625 1.9137
O -5.8271 9.4118 1.8771
H -2.9271 3.6953 -7.3181
H 2.3506 3.5058 -10.1799
O 2.2055 7.9487 1.3728
H -3.9452 9.4904 1.2027
C 3.9001 -3.7774 5.9312
C -6.3657 8.2629 2.3547
O -0.5077 0.9961 -0.7083
H -8.1080 -1.0669 1.8862
O 0.9028 -0.5046 0.0485
H -5.1340 9.5212 -0.0762
H 4.8370 -7.0962 -1.0868
H 0.9020 -2.9786 -7.9369
C 6.7753 -7.9615 -1.3627
H 4.0740 5.8860 1.3323
O -4.3953 5.8871 -6.0982
H 0.3354 0.3721 -2.4806
H 3.5807 -5.4962 7.3769
C 1.6625 -5.7867 -7.0509
O 2.9970 9.2929 2.9680
C 0.1076 -1.1172 -0.9021
H 4.4568 4.1362 -10.7154
C 6.9498 3.1530 5.5248
H -2.6694 -11.7883 2.2677
H 2.1467 6.3423 -0.0216
H 3.9534 -3.6704 4.8478
C -2.7349 -10.8844 2.8733
O 6.0315 -7.2827 0.6533
O -5.9031 -3.8414 -3.7879
O 1.9439 -4.7289 6.5077
C 0.3747 0.7481 0.2331
C -6.2025 -1.2101 2.9570
H -8.1720 -1.6675 3.6068
O -6.7674 1.5683 4.9956
C -1.1737 5.6020 9.0653
O 7.3202 2.1219 7.5304
H -3.7158 -10.8401 3.3467
H -2.0317 -10.2621 4.7490
H -1.1453 -11.7368 4.1527
C 5.8583 -6.9609 -0.7308
O 1.6753 -6.8311 -6.4557
H -5.6538 4.3223 -5.9387
H -5.9557 -2.2685 3.0413
C 3.2799 -5.1481 6.3887
O -1.3863 6.3562 9.9510
C -6.7904 -3.1533 -4.4306
O 4.3473 7.8869 1.8246
O -2.7048 6.7466 -4.8630
O 4.0610 2.7965 -6.6318
C 8.0320 2.4279 6.2807
H 2.2372 5.1725 -9.6114
H -5.0688 4.6523 -7.5808
H -5.4802 7.3069 -0.1671
H 1.3665 -4.6952 -9.4427
H -3.8112 2.7102 -6.0848
O 6.6954 -8.9461 1.9204
C 2.8282 4.2586 -9.5527
C 4.2429 4.4366 -9.6896
C -5.8246 -5.1818 -4.3661
H 2.5430 -3.2091 -7.0651
O 0.8041 1.5659 1.0281
O -7.1297 -2.0040 -4.1873
H -3.9637 7.1105 0.6762
C 2.2048 -4.3954 -8.8138
H 4.8737 6.9404 0.0693
O 4.7010 3.5781 -8.6840
O -7.2792 -3.8417 -5.4911
C -6.8316 0.6383 4.1763
H 4.9054 -3.6963 6.3445
H -0.6278 -1.7965 -0.4709
H -6.2700 -5.9359 -3.7171
C 6.2646 3.0364 7.6934
C -1.6379 -10.8013 3.8874
H 0.0190 3.0506 7.8387
O 0.8195 -2.9769 7.3193
C -4.8967 9.0644 0.8846
H 0.1569 5.3709 6.7214
H 0.7411 -1.6898 -1.5794
C -4.7864 4.6183 -6.5286
O 6.9434 -8.9291 -0.3007
O -2.7345 4.4562 -5.4973
H 6.0739 -5.9102 -0.9252
O -1.3507 5.9259 7.7757
O -5.7939 -0.3130 4.0015
O 1.0879 -4.6455 -6.7737
O -0.7058 4.3488 9.1821
C -7.7058 -0.9853 2.8959
C -6.6228 -5.0554 -5.6585
O 5.9733 3.6130 6.4210
H 8.3474 1.5405 5.7319
O 2.4351 -5.6031 -8.1714
C 1.8549 -3.4778 6.8142
H -1.7151 3.1808 7.7630
H -4.7900 -5.4295 -4.6039
H 4.5697 5.4666 -9.5475
H 3.4017 -5.9485 5.6589
C -3.5302 3.7118 -6.4102
O -0.7333 -8.2560 1.7410
C -4.9599 7.5447 0.7606
```

Results
Kohn-Sham gap: 9.8 eV
LUMO: -0.4420 eV
highest occupied orbital energy: -10.26 eV

=====

## two
Formula: C39H52O39
Source: the Open Molecules 2025 dataset
Level of theory: ωB97M-V/def2-TZVPD

```
130
Properties=species:S:1:pos:R:3
H 5.0361 0.9512 4.7633
O -1.5859 2.6188 4.5174
O 1.8409 3.6064 -1.0760
O -2.7711 0.6801 4.6503
H -4.6630 0.3196 2.7581
C 0.5831 -2.2295 3.9581
C 2.9593 0.9341 -2.8281
O -4.1873 -1.8781 4.9309
H -0.4903 -0.7228 -1.8319
C 2.6129 -2.6778 0.9085
C -5.2309 -1.0289 4.3679
O 0.4798 -2.3408 -4.0004
H 4.0458 -2.9138 2.7237
O 3.3604 3.1778 -6.6652
H -2.1965 -5.9390 -0.3818
H 2.3904 1.6743 -2.2770
O 3.3567 0.9988 -7.0367
C -1.2028 -1.4192 0.1408
H -5.0717 1.0344 -0.8279
O 1.9184 -2.8756 -2.3114
H 1.8138 3.9201 2.0278
O 0.6126 -0.1051 -0.3002
H 2.4668 -1.8588 -6.2194
C -2.3885 1.6164 4.0388
O -0.1903 4.5770 -1.4690
C 2.5616 4.0664 -5.6869
O -4.6883 0.2591 -4.9702
O 1.7835 -3.6671 5.3725
C -5.0421 0.1852 -3.8261
H 2.6817 5.2734 1.2869
O -1.8065 1.3011 -1.0635
H -1.2470 -4.3669 -0.1427
O -4.5165 0.8817 -2.8092
C -2.0462 -4.9718 0.2021
O -2.6601 1.8029 2.7788
H 2.0304 4.8086 -6.2976
O 2.6167 -2.8990 -4.4381
H 0.0004 -1.3179 4.0855
C -6.0014 -0.6012 -1.9632
O 0.9504 4.8926 0.5169
O 3.5912 2.2363 2.6472
C 0.5708 -2.4808 -5.4360
H -1.7041 -4.2627 2.2925
O -5.9771 -0.7359 -3.3616
O -2.2948 2.6446 -2.8077
O 4.1101 1.6171 -3.3517
H -0.1643 3.4765 3.2496
C 1.6761 -2.7197 -3.5037
H 4.1511 -0.9233 -2.1789
H -6.9065 -0.1382 -1.6616
O 0.4207 1.3713 1.3073
O -1.0939 -0.2608 0.9787
C -3.2557 3.7580 -3.0204
H 2.4370 0.5536 -3.6623
C -2.2469 3.0978 2.3546
O 3.8165 -2.7824 5.0353
C 2.8986 1.9336 -6.4529
H -0.2149 -2.9908 5.8190
H 3.6817 0.2249 2.1407
O 1.8003 1.8795 -5.6785
O 2.0148 -1.8710 4.0618
O -3.2380 -4.1346 -0.0837
C 2.6510 -2.8229 4.8669
H -5.9956 -1.5409 -1.4881
H -1.8833 -6.1364 2.0384
H 4.3966 -3.8212 1.2179
C 3.6275 -3.4454 1.8542
C 0.7659 4.3686 -0.7402
H -6.1544 -1.5512 4.4158
C -3.4078 4.3142 -1.6077
H 0.5321 -2.5431 2.9258
C 2.1523 4.3921 1.1069
C -4.0728 -4.1895 1.0642
C 1.5621 -4.4655 2.0343
H -5.5336 -1.3171 2.2650
O 2.8643 -4.5389 2.4493
H -0.9217 -2.2749 0.7664
H -4.1129 3.2969 -3.4208
C 0.0163 0.4204 0.7223
H 2.2085 -3.6396 -6.2636
O 5.1247 3.6425 1.8578
C 5.0247 1.7706 -2.2824
O 1.4307 -3.5036 1.0655
C 4.8871 2.6565 2.4330
C 2.7049 3.4016 0.0870
O 5.7684 1.8521 3.0652
H 3.1604 -0.2587 -0.9884
H -0.0630 -4.2588 4.6057
H -4.3814 4.6903 -1.3768
C -4.8322 0.2947 -1.5940
C 3.6510 0.8635 3.0227
H -1.4515 4.5751 3.8023
O -5.0917 -3.5924 1.1375
C 1.7169 3.0844 -4.9251
H 2.8282 0.6101 3.6804
O -3.5849 -5.0960 1.9104
H 5.5790 -0.0787 3.4182
H 2.8928 -2.7491 -0.1831
C -0.1412 -1.1270 -0.8841
C -3.1777 -1.8260 4.0604
H -2.7567 4.3963 -3.7012
H 2.1065 2.9697 -3.9254
H 0.2197 -1.6185 -5.8924
C -4.8008 -0.7776 2.9250
H -5.2314 -0.1596 5.0045
C 2.0668 -2.7333 -5.7218
C 3.7032 -0.0050 -1.8531
H 2.3914 -1.6157 1.0420
H -1.7955 3.0308 1.3419
C -1.2745 3.5338 3.4751
H -3.9023 -0.2269 -1.2985
H -2.1963 -1.5151 -0.2741
H 0.6221 3.2848 -4.9172
O 0.7339 -5.2362 2.3931
H 3.6942 3.7420 -0.2084
H 0.5231 -1.9616 -0.9939
H -3.1758 3.7109 2.3326
H 3.3166 4.6165 -5.0596
H 2.7122 2.3844 0.3487
H -2.7167 5.1119 -1.3478
C -2.2811 2.3068 -1.5020
C -2.1656 -5.1048 1.7113
O -3.0865 3.1906 -0.7739
H -0.0310 -3.3167 -5.7642
O -2.0630 -2.1995 4.3011
C 5.0035 0.8127 3.7021
O 4.8303 0.7923 -1.3891
O 5.7991 2.6253 -2.1720
C 0.3693 -3.3098 4.9710
O -3.5426 -1.4445 2.8337
```

Results
Kohn-Sham gap: 11.0 eV
LUMO: 0.1961 eV
highest occupied orbital energy: -10.83 eV

=====

Which one sits at the bottom of the stability order? one does.

=====

## one
Formula: C3H6FN3
Source: the Open Molecules 2025 dataset
Level of theory: ωB97M-V/def2-TZVPD

```
13
Properties=species:S:1:pos:R:3
C 0.0341 -0.0934 -0.9918
H 0.2714 -1.1820 -1.2807
H -0.8143 1.8207 0.2499
H 1.7951 1.6471 1.5043
N -0.9610 -0.0980 0.0169
N -1.1093 -1.2842 0.6832
H -2.0636 -1.4933 0.8983
H -0.6212 -1.9701 0.1374
C 1.1994 0.9783 0.9624
H -0.2305 0.4928 -1.9685
N -1.0867 0.9887 0.7816
C 1.2345 0.4196 -0.2146
F 2.3522 -0.2261 -0.7784
```

Results
Kohn-Sham gap (spin up / spin down): 8.1 / 7.9 eV
LUMO (spin up / spin down): 0.2930 / 0.1897 eV
highest occupied orbital energy (spin up / spin down): -7.85 / -7.69 eV

=====

## two
Formula: C3H6FN3
Source: the Open Molecules 2025 dataset
Level of theory: ωB97M-V/def2-TZVPD

```
13
Properties=species:S:1:pos:R:3
H -0.6568 1.7936 -2.0740
N 0.1697 -1.3274 0.3645
C 0.2042 1.0301 -0.3247
H -0.5229 -0.0790 -1.9387
H -1.6163 -0.8140 1.1548
N 1.7449 0.0742 1.3101
H -1.6745 -1.2976 -0.4104
H 2.1131 1.0220 1.2640
N -1.2297 -1.4805 0.4864
H 0.6357 -2.0125 0.9436
F 0.4667 2.2455 0.2030
C -0.3851 0.9089 -1.5013
C 0.7509 -0.0634 0.5228
```

Results
Kohn-Sham gap: 10.2 eV
SMILES: [H]/N=C(/NN)C(=C)F
LUMO: 0.5706 eV
highest occupied orbital energy: -9.67 eV

=====

## three
Formula: C3H6FN3
Source: the Open Molecules 2025 dataset
Level of theory: ωB97M-V/def2-TZVPD

```
13
Properties=species:S:1:pos:R:3
F -0.1653 -2.0956 0.1615
H 1.2451 -1.3993 2.1784
H -0.1361 1.9793 -1.3337
H 0.1393 2.4748 1.2722
N -0.5283 -0.2542 -1.8632
H -1.1438 1.4245 1.1058
C 0.2974 -0.8186 0.4230
C -0.0694 0.1134 -0.7064
N -0.5262 2.0629 0.6311
C 0.9561 -0.5993 1.5560
N 0.1346 1.4913 -0.4952
H -0.6283 -1.2846 -1.9485
H 1.3461 0.3927 1.7278
```

Results
Kohn-Sham gap: 9.6 eV
SMILES: [H]/N=C(/NN)C(=C)F
LUMO: 0.4077 eV
highest occupied orbital energy: -9.19 eV

=====

Which one sits at the bottom of the stability order? one does.

=====

## one
Formula: C2HFN2O
Source: the Open Molecules 2025 dataset
Level of theory: ωB97M-V/def2-TZVPD

```
7
Properties=species:S:1:pos:R:3
H -2.0970 0.4435 0.2148
C -1.1304 0.1118 0.0716
F 2.6708 0.6631 0.0658
N 0.6351 -1.1299 -0.1175
C 0.8134 0.1126 -0.1742
O -0.7026 -1.1561 0.0411
N -0.1893 0.9549 -0.1015
```

Results
Kohn-Sham gap: 10.8 eV
LUMO: -1.4826 eV
highest occupied orbital energy: -12.30 eV

=====

## two
Formula: C2HFN2O
Source: the Open Molecules 2025 dataset
Level of theory: ωB97M-V/def2-TZVPD

```
7
Properties=species:S:1:pos:R:3
F 1.7571 -0.6492 -0.8351
C 0.6850 -0.2038 -0.2311
N -0.4045 1.4669 0.6707
C -0.5561 -0.5884 -0.0840
O -1.2796 0.4651 0.3843
H -0.9360 -1.5596 -0.1246
N 0.7342 1.0691 0.2197
```

Results
Kohn-Sham gap: 11.3 eV
SMILES: Fc1conn1
LUMO: 0.4464 eV
highest occupied orbital energy: -10.86 eV

=====

Which one sits at the bottom of the stability order? one does.

=====

## one
Formula: C8H11N
Source: the Open Molecules 2025 dataset
Level of theory: ωB97M-V/def2-TZVPD

```
20
Properties=species:S:1:pos:R:3
C -0.6386 1.3324 0.4880
H -1.3108 2.0906 1.0064
C 1.4885 0.9968 -0.3843
C 0.4674 1.8556 -0.3635
H 0.6044 1.1022 2.1415
C 0.2971 -1.1778 -0.3946
H -0.0024 -3.1230 -1.2616
H 1.9511 -0.7252 0.9829
H 0.4357 2.7889 -0.9447
H 2.3364 1.0570 -1.0732
C 0.6037 -2.4844 -0.6067
H -2.3521 0.0666 0.4370
H -1.3306 -1.3749 -1.4691
N -0.8584 -0.6624 -0.9014
C -1.6113 0.4193 -0.2998
H -2.2529 0.9998 -1.0131
H 1.4345 -3.0682 -0.2005
C 1.1331 -0.2233 0.4768
H -0.5225 -0.3060 1.9419
C 0.1279 0.4360 1.4380
```

Results
Kohn-Sham gap: 8.6 eV
SMILES: C=C1NC[C@@H]2C=C[C@H]1C2
LUMO: 0.9826 eV
highest occupied orbital energy: -7.62 eV

=====

## two
Formula: C8H11N
Source: the Open Molecules 2025 dataset
Level of theory: ωB97M-V/def2-TZVPD

```
20
Properties=species:S:1:pos:R:3
H 0.0541 1.3052 1.8016
H 1.0506 2.2196 -0.1874
C 1.2947 1.1624 0.0469
C -0.5824 -1.7228 0.1392
H 2.3957 0.9450 0.0372
C 0.5736 0.5414 1.2446
H -0.1805 -0.4500 -2.5153
H 1.2192 0.5373 -2.8015
C -1.6620 0.5897 -0.0228
H 0.1762 -2.4318 0.3868
H -1.4197 -1.9803 0.7760
C 0.5259 0.1426 -2.1143
H -2.2451 0.6494 0.8926
H -0.8543 -1.9496 -0.9393
H -2.3268 0.0920 -0.8118
H -1.4381 1.6048 -0.2297
C -0.4259 -0.1901 0.1824
C 1.3715 -0.3240 2.0897
C 0.5339 0.3531 -0.7714
N 1.9392 -1.0938 2.7964
```

Results
Kohn-Sham gap: 10.0 eV
LUMO: 0.7224 eV
highest occupied orbital energy: -9.31 eV

=====

Which one sits at the bottom of the stability order? two does.